# 1
{
  "formula": "C8H11INP",
  "method": "ωB97M-V with the def2-TZVPD basis set",
  "smiles": "CN(C)P(I)c1ccccc1",
  "total_charge": 0,
  "e_above_lowest_ev": 0.000,
  "homo_energy_ev": -8.5,
  "homo_lumo_gap_ev": 8.0,
  "energy_ev": -27353.1703,
  "symbols": ["C", "C", "C", "C", "C", "C", "C", "C", "N", "P", "I", "H", "H", "H", "H", "H", "H", "H", "H", "H", "H", "H"],
  "coordinates": [[3.090, 0.711, -0.781], [2.878, 0.883, 0.600], [2.228, -0.046, -1.646], [1.781, 0.253, 1.129], [1.107, -0.631, -1.120], [0.914, -0.437, 0.259], [-1.677, 0.797, -0.394], [-3.102, -1.043, 0.281], [-1.759, -0.609, 0.005], [-0.573, -1.301, 0.940], [-1.299, 0.297, 3.226], [4.059, 1.082, -1.244], [3.626, 1.343, 1.263], [2.587, -0.307, -2.613], [1.520, 0.526, 2.091], [0.514, -1.419, -1.539], [-0.933, 0.821, -1.115], [-2.749, 1.064, -0.833], [-1.637, 1.545, 0.409], [-3.129, -2.020, 0.720], [-3.630, -0.465, 0.983], [-3.818, -1.044, -0.624]],
  "nbo_charge": [-0.19, -0.20, -0.21, -0.20, -0.22, -0.39, -0.42, -0.42, -0.75, 1.07, -0.45, 0.22, 0.23, 0.22, 0.24, 0.22, 0.21, 0.20, 0.23, 0.22, 0.21, 0.20]
}

***

# 2
{
  "formula": "C21H23NO13Sr",
  "method": "ωB97M-V with the def2-TZVPD basis set",
  "total_charge": -2,
  "e_above_lowest_ev": 0.000,
  "homo_energy_ev": -1.6,
  "homo_lumo_gap_ev": 5.5,
  "energy_ev": -51096.0912,
  "symbols": ["Sr", "C", "C", "C", "O", "C", "C", "C", "O", "O", "O", "H", "H", "C", "C", "C", "O", "C", "C", "C", "O", "O", "O", "H", "H", "C", "O", "C", "C", "N", "C", "C", "O", "C", "H", "H", "H", "H", "H", "H", "H", "H", "H", "H", "H", "H", "H", "H", "H", "C", "C", "O", "C", "O", "O", "H", "H", "H", "H"],
  "coordinates": [[0.159, 17.146, 13.486], [-3.911, 18.835, 11.933], [-2.903, 17.882, 12.007], [-1.925, 17.805, 10.867], [-0.837, 17.105, 10.942], [-2.074, 18.574, 9.722], [-3.104, 19.552, 9.613], [-4.081, 19.715, 10.830], [-4.937, 20.600, 10.758], [-3.178, 20.286, 8.616], [-2.723, 17.263, 13.119], [-4.617, 18.903, 12.752], [-1.349, 18.430, 8.937], [3.658, 14.667, 15.347], [2.547, 15.101, 14.647], [1.930, 14.241, 13.564], [0.862, 14.631, 12.939], [2.456, 13.012, 13.305], [3.662, 12.506, 13.953], [4.312, 13.406, 15.049], [5.359, 13.001, 15.544], [4.177, 11.450, 13.610], [2.047, 16.223, 15.043], [4.124, 15.260, 16.121], [2.017, 12.377, 12.549], [0.274, 20.660, 12.591], [0.372, 19.766, 13.670], [-0.157, 20.353, 14.834], [-0.051, 19.388, 16.040], [-0.786, 18.165, 15.744], [-0.679, 17.164, 16.821], [-1.559, 15.956, 16.474], [-1.170, 15.505, 15.202], [-1.891, 14.371, 14.790], [0.467, 20.298, 11.589], [0.826, 21.599, 12.772], [-0.713, 21.152, 12.547], [-1.200, 20.666, 14.699], [0.328, 21.296, 15.122], [-0.427, 20.022, 16.862], [0.973, 19.221, 16.379], [-1.763, 18.451, 15.722], [-1.146, 17.518, 17.753], [0.343, 16.863, 17.041], [-2.598, 16.316, 16.382], [-1.613, 15.229, 17.291], [-1.836, 13.479, 15.421], [-1.411, 14.031, 13.866], [-2.908, 14.599, 14.459], [5.143, 16.985, 11.151], [4.186, 15.803, 11.459], [2.955, 16.409, 11.725], [3.075, 17.739, 11.711], [2.234, 18.473, 12.136], [4.319, 18.133, 11.390], [5.480, 16.997, 10.116], [5.994, 16.987, 11.829], [4.594, 15.224, 12.286], [4.169, 15.175, 10.568]],
  "nbo_charge": [1.83, -0.54, 0.39, 0.36, -0.80, -0.50, 0.42, 0.44, -0.65, -0.65, -0.80, 0.19, 0.20, -0.52, 0.37, 0.44, -0.83, -0.54, 0.43, 0.43, -0.63, -0.63, -0.84, 0.20, 0.20, -0.26, -0.57, -0.06, -0.24, -0.66, -0.24, -0.05, -0.56, -0.28, 0.24, 0.15, 0.18, 0.18, 0.16, 0.16, 0.21, 0.38, 0.15, 0.23, 0.16, 0.17, 0.16, 0.24, 0.19, -0.09, -0.09, -0.45, 1.00, -0.63, -0.49, 0.18, 0.19, 0.22, 0.19]
}

***

# 3
{
  "formula": "C37H45BBrF3NO5",
  "method": "ωB97M-V with the def2-TZVPD basis set",
  "total_charge": 1,
  "e_above_lowest_ev": 0.000,
  "homo_energy_ev": -11.0,
  "homo_lumo_gap_ev": 7.2,
  "energy_ev": -129694.4542,
  "symbols": ["C", "C", "C", "C", "C", "C", "C", "C", "O", "Br", "C", "C", "O", "O", "C", "C", "C", "C", "C", "O", "C", "C", "N", "B", "O", "C", "C", "H", "H", "H", "H", "H", "H", "H", "H", "H", "H", "H", "H", "H", "H", "H", "H", "H", "H", "H", "H", "H", "H", "H", "H", "H", "H", "H", "H", "H", "H", "F", "C", "C", "C", "C", "C", "C", "H", "H", "H", "H", "H", "F", "C", "C", "C", "C", "C", "C", "H", "H", "H", "H", "H", "F", "C", "C", "C", "C", "C", "C", "H", "H", "H", "H", "H"],
  "coordinates": [[5.220, -2.562, 1.782], [4.077, -1.538, 1.839], [3.510, -1.253, 0.436], [2.153, -1.946, 0.127], [1.047, -0.970, -0.116], [0.659, -0.552, -1.405], [1.366, -1.016, -2.651], [0.466, -1.754, -3.614], [-0.465, -2.389, -3.328], [1.051, -1.573, -5.458], [-0.407, 0.358, -1.526], [-0.858, 0.850, -2.876], [-1.854, 0.422, -3.359], [-0.134, 1.777, -3.488], [-1.109, 0.827, -0.406], [-2.288, 1.759, -0.460], [-3.520, 1.142, 0.223], [-4.165, 0.020, -0.589], [-3.662, -1.367, -0.267], [-4.219, -1.783, 0.963], [-3.680, -3.019, 1.373], [-0.647, 0.381, 0.826], [0.391, -0.465, 0.957], [0.737, -0.809, 2.414], [0.502, -2.062, 2.776], [1.324, 0.329, 3.324], [1.794, 1.601, 2.604], [4.860, -3.549, 1.513], [5.704, -2.611, 2.752], [5.945, -2.215, 1.056], [3.291, -1.914, 2.485], [4.504, -0.621, 2.235], [4.230, -1.522, -0.328], [3.381, -0.178, 0.332], [2.287, -2.552, -0.755], [1.867, -2.647, 0.904], [1.779, -0.158, -3.173], [2.204, -1.672, -2.461], [0.635, 2.045, -2.968], [-2.576, 1.946, -1.484], [-2.053, 2.719, -0.010], [-4.256, 1.930, 0.353], [-3.288, 0.799, 1.229], [-5.234, 0.014, -0.392], [-4.061, 0.204, -1.655], [-2.570, -1.406, -0.202], [-3.973, -2.056, -1.056], [-2.598, -2.948, 1.519], [-4.126, -3.297, 2.319], [-3.875, -3.789, 0.625], [-1.126, 0.726, 1.728], [0.450, -2.228, 3.732], [2.128, -0.103, 3.914], [0.571, 0.621, 4.055], [2.196, 1.423, 1.612], [0.952, 2.279, 2.473], [2.527, 2.151, 3.181], [-2.919, 4.612, -2.186], [-3.802, 4.349, -3.182], [-4.787, 5.272, -3.466], [-5.683, 4.990, -4.487], [-5.588, 3.799, -5.195], [-4.589, 2.885, -4.887], [-3.683, 3.163, -3.874], [-4.847, 6.191, -2.898], [-6.459, 5.703, -4.729], [-6.291, 3.584, -5.988], [-4.512, 1.955, -5.434], [-2.895, 2.469, -3.621], [0.018, -1.663, 5.466], [-0.900, -1.580, 6.485], [-1.083, -2.676, 7.296], [-2.008, -2.585, 8.325], [-2.728, -1.413, 8.516], [-2.522, -0.325, 7.679], [-1.595, -0.403, 6.650], [-0.513, -3.580, 7.126], [-2.166, -3.431, 8.978], [-3.449, -1.348, 9.318], [-3.083, 0.587, 7.826], [-1.413, 0.436, 5.991], [5.901, 0.296, -1.752], [5.890, 0.286, -3.105], [4.846, -0.339, -3.753], [4.823, -0.352, -5.140], [5.848, 0.250, -5.856], [6.892, 0.871, -5.182], [6.917, 0.896, -3.794], [4.068, -0.814, -3.174], [4.006, -0.837, -5.657], [5.833, 0.236, -6.937], [7.693, 1.338, -5.738], [7.719, 1.379, -3.252]],
  "lowdin_charge": [-0.09, -0.24, -0.15, -0.09, -0.09, -0.04, -0.14, -0.81, 0.11, 0.79, 0.02, -0.52, 0.17, 0.18, -0.09, -0.11, -0.16, -0.15, -0.24, -0.18, -0.10, 0.05, 0.15, -0.51, 0.23, -0.12, -0.09, 0.08, 0.08, 0.07, 0.09, 0.11, 0.10, 0.10, 0.11, 0.12, 0.10, 0.11, 0.14, 0.09, 0.13, 0.12, 0.11, 0.12, 0.11, 0.11, 0.13, 0.08, 0.09, 0.09, 0.16, 0.11, 0.11, 0.10, 0.06, 0.07, 0.08, 0.04, -0.28, -0.02, -0.07, -0.09, -0.07, -0.02, 0.12, 0.11, 0.10, 0.11, 0.08, 0.02, -0.26, -0.01, -0.07, -0.08, -0.07, -0.02, 0.12, 0.11, 0.11, 0.11, 0.11, 0.04, -0.28, -0.03, -0.08, -0.08, -0.07, -0.01, 0.08, 0.06, 0.11, 0.11, 0.12]
}

***

# 4
{
  "formula": "C3H7O2",
  "method": "ωB97M-V with the def2-TZVPD basis set",
  "total_charge": -1,
  "e_above_lowest_ev": 3.254,
  "homo_energy_ev": -2.5,
  "homo_lumo_gap_ev": 6.6,
  "energy_ev": -7317.6978,
  "symbols": ["C", "O", "H", "H", "H", "C", "C", "O", "H", "H", "H", "H"],
  "coordinates": [[-1.226, 0.028, 2.398], [-1.236, -0.300, 3.566], [-2.163, 0.043, 1.819], [-0.331, 0.344, 1.855], [0.061, -2.959, -2.862], [1.406, 1.098, -0.684], [0.101, 0.692, -0.748], [-0.339, -0.414, -0.284], [1.952, 1.970, -1.007], [2.063, 0.435, -0.122], [-0.642, 1.347, -1.259], [0.354, -2.284, -2.673]],
  "nbo_charge": [0.30, -0.58, 0.10, 0.16, -0.05, -0.76, 0.22, -0.84, 0.17, 0.16, 0.07, 0.05]
}